[1]
The following is a DFT calculation (ωB97M-V with the def2-TZVPD basis set) of a 2-piece molecular cluster, C7H8N2O2 overall.

```
! RIJCOSX wB97M-V def2-TZVPD def2/J DEFGRID3
* xyz 0 1
C 1.387 0.011 -2.341
C 1.413 -0.541 -1.090
C 0.297 0.800 -2.682
C 0.381 -0.322 -0.183
C -0.775 1.030 -1.854
C -0.690 0.419 -0.542
C -1.743 0.414 0.404
N -2.118 -0.816 2.385
N 0.538 -0.755 3.056
O -1.968 -1.026 1.158
O -2.412 1.354 0.749
H 2.198 -0.061 -3.045
H 2.434 -0.930 -0.907
H 0.297 1.215 -3.661
H 0.416 -0.601 0.820
H -1.577 1.653 -2.157
H 1.074 0.134 2.788
H -0.167 -0.397 3.664
H 1.012 -1.580 3.438
*
```

Calculated values
* max |F|: 4.3 eV/A
* Kohn-Sham gap (alpha / beta): 7.986 / 7.899 eV
* total energy: -531.34874 Eh
* E_LUMO (alpha / beta): -0.1 / -0.3 eV
* highest occupied orbital energy (alpha / beta): -8.1 / -8.2 eV

[2]
The following is a DFT calculation (ωB97M-V with the def2-TZVPD basis set) of one molecule with the formula C7H8N2O2.

```
! RIJCOSX wB97M-V def2-TZVPD def2/J DEFGRID3
* xyz 0 3
C 1.055 -2.255 0.011
C -0.617 1.468 0.368
C -1.677 0.577 -0.035
C 0.602 1.148 0.039
C 1.049 0.047 -0.887
C -1.961 -0.568 0.598
C 1.754 -1.038 -0.069
N 0.276 -3.105 -0.026
N 2.928 -0.696 0.445
O 1.580 2.027 0.494
O -2.884 -1.473 0.168
H -0.703 2.214 1.173
H -2.099 0.795 -1.083
H 0.202 -0.368 -1.400
H 1.749 0.567 -1.457
H -1.324 -0.979 1.338
H 2.485 1.782 0.212
H 3.493 -1.494 0.740
H -3.501 -1.744 0.825
*
```

Calculated values
* max |F|: 4.4 eV/A
* Kohn-Sham gap (alpha / beta): 8.161 / 5.127 eV
* total energy: -531.29317 Eh
* E_LUMO (alpha / beta): 0.7 / -3.8 eV
* <S²>: 2.0164
* highest occupied orbital energy (alpha / beta): -7.5 / -8.9 eV